# C5H8O2

A 3-piece molecular cluster, C5H8O2 overall (ωB97M-V with the def2-TZVPD basis set, OMol25).

The geometry in XYZ format:
```
15
Properties=species:S:1:pos:R:3:forces:R:3:lowdin_charge:R:1
C -0.329 -0.015 -1.494 0.07 0.15 -0.13 -0.09
C 0.593 0.900 -1.138 -0.10 -0.01 -0.19 -0.09
C 1.086 -0.452 -1.521 0.16 -0.15 -0.04 -0.10
H -1.217 -0.086 -2.099 0.13 -0.02 0.10 0.12
H 0.858 1.921 -1.347 -0.08 -0.15 0.06 0.12
H 1.437 -1.128 -0.734 -0.06 0.13 -0.09 0.10
H 1.601 -0.594 -2.476 -0.07 0.03 0.13 0.10
C -0.783 -1.035 1.143 -0.11 -0.23 -0.07 -0.22
O -1.174 -1.108 -0.049 0.10 0.03 0.28 -0.08
H 0.156 -1.529 1.442 -0.13 0.06 -0.07 0.10
H -1.537 -0.910 1.931 0.07 0.07 -0.12 0.10
C -0.219 0.896 1.556 0.13 0.28 0.06 -0.21
O 0.674 1.320 0.780 -0.25 -0.10 0.19 -0.07
H -1.243 1.297 1.470 0.14 -0.03 0.04 0.11
H 0.098 0.523 2.537 0.00 -0.05 -0.14 0.11
```
Positions in Å, forces in eV/Å.

- structure (SMILES) = C1=CC1.C=O.C=O
- highest occupied orbital energy (spin up / spin down) (eV) = -7.950 / -7.952
- relative energy (zero: lowest compared OMol25 entry of this formula, charge and spin) (kJ/mol) = 680.1

---

# C23H23F4MnN3O10

C23H23F4MnN3O10 as an isolated structure at a distorted geometry (ωB97M-V with the def2-TZVPD basis set, OMol25).

The geometry in XYZ format:
```
64
Properties=species:S:1:pos:R:3:forces:R:3:mulliken_spin:R:1
Mn 3.184 -0.760 -2.524 -0.51 0.53 0.13 3.12
O 5.231 0.142 -5.949 -0.03 0.01 -0.30 0.00
C 4.409 -0.292 -5.053 -0.32 -0.13 0.20 0.00
O 4.682 -0.403 -3.861 0.09 -0.02 0.39 -0.01
C 3.033 -0.656 -5.557 -0.07 0.16 -0.04 0.00
O 2.326 -1.307 -4.511 0.13 0.24 0.40 -0.01
C 2.193 -2.738 -4.610 0.09 -0.44 0.44 0.00
C 2.737 -3.398 -3.325 -0.67 0.20 -1.01 0.01
O 2.557 -4.553 -3.099 0.18 0.07 0.17 0.01
O 3.409 -2.549 -2.568 0.62 -0.04 0.76 0.04
H 6.093 0.401 -5.583 0.07 0.00 0.16 0.00
H 3.098 -1.276 -6.450 0.03 -0.02 0.00 0.00
H 2.499 0.261 -5.815 0.06 0.04 0.01 0.00
H 2.756 -3.136 -5.454 0.00 0.09 -0.05 0.00
H 1.143 -2.995 -4.723 -0.02 0.08 -0.04 0.00
F -3.155 0.341 -1.098 -0.08 0.05 0.13 0.00
C -2.187 0.071 -0.205 0.09 -0.11 -0.07 0.00
C -0.969 -0.288 -0.694 -0.06 0.04 -0.05 0.00
C 0.082 -0.608 0.173 0.00 0.07 -0.12 -0.02
C 1.405 -0.833 -0.333 0.30 -0.17 0.66 -0.02
O 1.583 -0.952 -1.607 -0.07 0.27 -0.37 -0.06
C 2.434 -0.912 0.613 0.21 0.26 -0.55 0.03
C 2.122 -0.981 1.949 -0.10 -0.09 0.03 0.01
N 0.881 -0.878 2.426 0.31 0.05 0.05 0.00
C 0.608 -1.077 3.840 -0.05 0.02 0.23 0.00
C 1.644 -0.785 4.878 0.09 0.03 -0.01 0.00
C 0.449 0.108 4.755 -0.10 0.09 -0.04 0.00
C -0.159 -0.587 1.557 -0.04 0.02 -0.30 0.00
C -1.420 -0.221 2.033 -0.16 -0.06 0.18 0.00
C -2.457 0.142 1.184 0.27 -0.04 -0.05 0.00
N -3.669 0.596 1.704 -0.21 0.17 0.02 0.00
C -4.266 -0.030 2.872 -0.08 -0.02 -0.07 0.00
C -4.758 1.048 3.849 0.15 -0.43 0.13 0.00
N -5.158 2.269 3.071 -0.03 0.06 0.00 0.00
C -5.755 1.881 1.758 -0.02 -0.08 -0.32 0.00
C -4.654 1.294 0.871 0.12 -0.09 -0.02 0.00
C 3.893 -0.774 0.253 -1.15 -0.50 0.86 0.00
O 4.743 -0.823 1.095 0.19 0.12 -0.37 0.00
O 4.127 -0.530 -1.023 0.69 0.18 -1.12 -0.07
H -0.815 -0.311 -1.765 -0.03 0.01 0.01 0.00
H 2.931 -1.134 2.648 -0.03 -0.02 0.10 0.00
H -0.037 -1.930 4.006 0.04 -0.03 -0.03 0.00
H 2.598 -0.372 4.585 -0.02 0.03 -0.05 0.00
H 1.707 -1.465 5.715 -0.05 -0.04 -0.03 0.00
H 0.613 1.090 4.330 0.04 -0.03 -0.03 0.00
H -0.320 0.065 5.514 0.01 -0.05 0.00 0.00
H -1.565 -0.175 3.103 0.01 0.06 -0.04 0.00
H -3.550 -0.669 3.379 -0.04 -0.01 0.00 0.00
H -5.103 -0.669 2.568 0.03 -0.02 0.03 0.00
H -3.993 1.336 4.565 0.01 0.11 -0.05 0.00
H -5.628 0.686 4.395 -0.05 0.14 0.00 0.00
H -4.332 2.842 2.890 0.03 0.02 0.05 0.00
H -5.807 2.836 3.617 -0.01 0.04 0.01 0.00
H -6.194 2.753 1.279 0.00 0.05 0.10 0.00
H -6.551 1.166 1.959 0.02 0.01 0.11 0.00
H -4.147 2.096 0.335 -0.02 -0.01 -0.03 0.00
H -5.134 0.648 0.135 -0.01 0.00 -0.02 0.00
F 0.256 2.063 -3.545 0.03 0.10 -0.02 0.00
C 1.158 2.831 -2.889 -0.14 -0.12 0.14 -0.01
F 1.828 3.547 -3.785 0.04 -0.06 -0.03 0.00
F 0.488 3.654 -2.090 0.07 -0.06 -0.10 0.00
C 2.074 1.879 -2.071 -0.16 0.54 0.45 0.00
O 2.079 1.940 -0.868 -0.03 -0.35 -0.14 0.02
O 2.731 1.075 -2.846 0.35 -0.97 -0.43 -0.01
```
Positions in Å, forces in eV/Å.

- highest occupied orbital energy (spin up / spin down) (eV) = -14.207 / -14.194
- multiplicity = 4
- net charge = +2

---

# C14H23Cl2N2O3SSr

C14H23Cl2N2O3SSr as an isolated structure at a distorted geometry (ωB97M-V with the def2-TZVPD basis set, OMol25).

The geometry in XYZ format:
```
46
Properties=species:S:1:pos:R:3:forces:R:3:lowdin_charge:R:1
Sr -1.117 0.338 1.032 1.42 0.49 0.42 1.61
N -0.934 -0.295 3.535 -0.14 0.21 1.42 -0.11
C -0.617 -1.661 4.048 0.22 -0.04 -1.18 -0.24
C -1.496 -2.743 3.395 0.37 0.83 0.66 -0.19
C -1.268 -2.951 1.914 0.12 -0.84 0.62 -0.26
N -1.942 -1.945 1.104 -0.99 -0.75 -1.27 -0.12
H -0.439 0.373 4.144 -0.13 -0.27 -0.42 0.10
H -1.918 -0.112 3.768 0.23 -0.14 0.04 0.09
H -0.700 -1.724 5.117 -0.21 0.08 0.59 0.11
H 0.447 -1.866 3.812 -0.53 0.09 -0.01 0.12
H -2.564 -2.579 3.604 0.17 0.06 0.02 0.12
H -1.213 -3.637 3.930 -0.10 -0.55 0.01 0.11
H -1.594 -3.981 1.722 0.00 0.21 -0.48 0.12
H -0.192 -2.910 1.736 -0.02 0.08 -0.27 0.11
H -2.953 -2.100 1.075 0.20 -0.10 0.42 0.11
H -1.713 -2.061 0.105 0.22 -0.13 0.36 0.09
Cl -3.312 3.391 -5.662 0.28 -0.18 0.59 0.65
C -2.669 2.528 -4.257 -0.25 0.02 -1.43 -0.63
C -1.769 1.486 -4.521 0.15 -0.72 0.29 -0.09
C -1.367 0.651 -3.505 0.02 -0.06 -0.24 -0.51
Cl -0.427 -0.857 -3.714 -0.62 1.30 -0.15 0.68
C -1.772 0.964 -2.188 -0.08 -0.16 0.96 -0.42
O -1.403 0.268 -1.196 0.44 -1.00 -0.18 -0.30
C -2.643 2.063 -1.940 0.20 -0.16 0.38 -0.13
C -2.952 2.498 -0.595 -0.60 0.51 -1.15 -0.18
O -2.397 2.164 0.444 -0.10 0.23 0.65 -0.19
C -3.148 2.773 -3.017 -0.22 0.65 -0.26 -0.07
H -1.467 1.299 -5.531 0.12 -0.08 -0.42 0.11
H -3.753 3.251 -0.491 0.05 -0.01 -0.33 0.14
H -3.886 3.539 -2.896 -0.27 0.38 0.21 0.12
C 4.977 -0.310 0.468 -0.59 1.39 0.69 -0.12
C 3.555 -0.096 1.016 0.74 -0.99 0.05 -0.38
S 2.399 -0.957 -0.067 0.50 0.61 0.24 0.97
O 1.086 -0.552 0.558 -0.59 0.03 -0.05 -0.71
C 2.596 0.001 -1.611 0.01 -0.14 0.80 -0.35
C 2.662 1.505 -1.367 1.36 -0.68 0.80 -0.11
H 5.696 0.125 1.153 0.14 -0.03 0.21 0.08
H 5.069 0.263 -0.443 0.23 -0.18 -0.45 0.06
H 5.219 -1.337 0.335 0.14 -0.82 -0.27 0.07
H 3.291 0.966 1.123 -0.08 -0.47 -0.08 0.09
H 3.412 -0.636 1.973 0.08 0.48 -0.35 0.09
H 1.706 -0.320 -2.119 -0.61 0.10 -0.45 0.02
H 3.422 -0.463 -2.155 0.14 0.27 0.15 0.10
H 2.028 1.771 -0.533 -0.40 0.15 0.08 0.06
H 2.370 2.057 -2.223 -0.32 0.50 -0.85 0.07
H 3.693 1.817 -1.079 -0.70 -0.17 -0.34 0.09
```
Positions in Å, forces in eV/Å.

- highest occupied orbital energy (eV) = -10.354
- net charge = +1
- relative energy (zero: lowest compared OMol25 entry of this formula, charge and spin) (kJ/mol) = 0.0

---

# C25H28NO2

A 2-piece molecular cluster, C25H28NO2 overall at a distorted geometry (ωB97M-V with the def2-TZVPD basis set, OMol25).

The geometry in XYZ format:
```
56
Properties=species:S:1:pos:R:3:forces:R:3:lowdin_charge:R:1
C -1.299 -3.067 2.488 -0.42 0.19 0.20 -0.15
C -1.284 -1.554 2.080 -0.56 -0.20 0.35 -0.18
C 0.162 -1.143 2.066 0.12 -0.57 1.45 -0.11
C 0.945 -2.220 2.507 -0.04 0.44 -0.20 -0.22
N 2.256 -2.200 2.798 -0.42 0.22 -0.33 -0.07
C 3.011 -3.404 3.106 0.00 -0.59 0.39 -0.14
C 4.480 -2.978 3.137 0.05 -0.15 -0.11 -0.14
C 4.513 -1.458 2.920 0.04 0.41 0.08 -0.14
C 3.072 -1.010 2.623 0.19 0.28 -0.10 -0.14
C 0.165 -3.499 2.711 -0.27 -0.12 -0.39 -0.11
H -1.857 -3.158 3.431 0.12 -0.11 -0.33 0.11
H -1.807 -3.709 1.753 0.19 0.32 0.20 0.11
H -1.811 -1.391 1.131 0.14 -0.02 0.06 0.10
H -1.813 -0.946 2.832 -0.05 -0.28 -0.26 0.11
H 0.405 -0.128 2.418 0.01 -0.69 -0.19 0.11
H 2.701 -3.833 4.076 0.03 0.23 -0.35 0.13
H 2.837 -4.183 2.347 -0.01 0.28 0.18 0.12
H 4.935 -3.248 4.090 0.03 -0.01 -0.15 0.11
H 5.018 -3.498 2.344 0.08 0.06 0.14 0.11
H 4.878 -0.944 3.814 0.02 -0.10 -0.20 0.11
H 5.163 -1.184 2.085 -0.01 -0.04 0.23 0.11
H 2.992 -0.618 1.593 -0.07 -0.23 0.28 0.10
H 2.749 -0.194 3.293 -0.01 -0.32 -0.13 0.13
H 0.320 -3.916 3.722 0.09 0.33 -0.36 0.13
H 0.458 -4.305 2.012 0.06 0.40 0.19 0.12
C -5.277 5.885 -3.824 0.24 0.03 0.18 -0.04
O -4.482 5.797 -2.628 0.44 -0.26 0.13 -0.07
C -3.577 4.817 -2.429 -0.20 -0.48 -0.22 -0.25
C -2.956 4.780 -1.153 -0.20 -0.01 -0.26 0.02
C -2.128 3.730 -0.808 0.08 -0.45 -0.28 0.00
C -1.875 2.658 -1.708 -0.34 0.89 -0.23 -0.14
C -1.038 1.526 -1.343 -0.25 -0.61 -0.82 -0.13
O -0.848 0.696 -2.400 0.41 -0.24 1.16 0.09
C 0.030 -0.366 -2.290 0.40 0.72 -0.23 -0.14
C 0.724 -0.626 -1.092 0.04 -0.72 -0.79 -0.13
C 1.785 -1.566 -1.151 -0.22 0.07 -0.12 0.01
C 2.100 -2.196 -2.342 0.20 0.03 0.46 -0.05
C 1.403 -1.886 -3.520 -0.21 0.03 0.03 -0.04
C 0.382 -0.952 -3.508 0.12 -0.21 0.15 0.02
C 0.432 0.165 0.054 1.83 1.69 -0.43 -0.01
C -0.424 1.262 -0.128 -0.78 -0.25 0.65 0.04
C -2.431 2.766 -3.010 0.18 -0.15 0.24 0.01
C -3.263 3.814 -3.379 -0.06 0.21 0.46 0.01
H -5.935 6.732 -3.630 0.07 -0.17 -0.15 0.10
H -4.659 6.094 -4.704 -0.03 -0.06 0.16 0.10
H -5.877 4.984 -3.988 0.16 0.04 0.12 0.10
H -3.190 5.581 -0.452 0.14 -0.25 -0.19 0.13
H -1.643 3.704 0.168 -0.30 0.20 -0.18 0.11
H 2.362 -1.747 -0.239 -0.27 -0.08 -0.32 0.11
H 2.927 -2.911 -2.369 -0.31 0.24 -0.03 0.12
H 1.686 -2.368 -4.453 -0.05 0.15 0.17 0.12
H -0.096 -0.609 -4.424 -0.01 -0.19 0.24 0.13
H 1.227 0.273 0.800 -0.69 -0.07 -0.80 0.10
H -0.656 1.921 0.711 0.32 -0.10 -0.36 0.13
H -2.208 2.001 -3.754 -0.12 0.20 0.27 0.12
H -3.685 3.828 -4.384 0.10 0.07 0.36 0.12
```
Positions in Å, forces in eV/Å.

- highest occupied orbital energy (eV) = -10.022
- net charge = +1
- relative energy (zero: lowest compared OMol25 entry of this formula, charge and spin) (kJ/mol) = 49.9

---

What is the formula in the first record? C5H8O2